{"formula": "C20H46F3O14S4", "method": "ωB97M-V/def2-TZVPD", "homo_energy_ev": -2.63, "gap_ev": 4.371, "lumo_ev": 1.741, "energy_ev": -101642.5283, "total_charge": -1, "multiplicity": 1, "species": ["C", "C", "C", "O", "C", "C", "O", "C", "C", "C", "F", "F", "F", "H", "H", "H", "H", "H", "H", "H", "H", "H", "H", "H", "H", "H", "H", "O", "S", "O", "O", "C", "C", "C", "H", "H", "H", "H", "H", "H", "H", "H", "O", "S", "O", "O", "C", "C", "C", "H", "H", "H", "H", "H", "H", "H", "H", "O", "S", "O", "O", "C", "C", "C", "H", "H", "H", "H", "H", "H", "H", "H", "O", "S", "O", "O", "C", "C", "C", "H", "H", "H", "H", "H", "H", "H", "H"], "coordinates": [[0.45573, -8.85149, 1.10933], [1.10297, -7.86617, 0.14160], [0.12350, -6.82448, -0.37344], [-0.37776, -6.08749, 0.70286], [-1.67705, -5.47489, 0.41584], [-2.70182, -6.52215, 0.81218], [-3.99340, -5.94870, 0.99181], [-4.97202, -6.87127, 1.38919], [-6.11242, -6.90579, 0.38258], [-1.73854, -4.29672, 1.28001], [-0.60092, -3.53923, 1.20504], [-1.89097, -4.49161, 2.66601], [-2.76720, -3.45484, 0.98737], [-0.40848, -9.33651, 0.64667], [0.10938, -8.33139, 2.00144], [1.15680, -9.63361, 1.41287], [1.91800, -7.34189, 0.64996], [1.52048, -8.40419, -0.71637], [-0.68127, -7.31784, -0.93648], [0.63367, -6.15666, -1.08879], [-2.39691, -7.03652, 1.74744], [-2.78190, -7.29918, 0.03191], [-4.54163, -7.87581, 1.48868], [-5.34877, -6.58275, 2.37963], [-5.70802, -7.03463, -0.62184], [-6.78966, -7.73821, 0.59557], [-6.68978, -5.98122, 0.40959], [-1.63944, 2.39017, -2.41709], [-2.97880, 2.01961, -2.05055], [-3.41268, 2.26969, -0.70878], [-3.25068, 0.53615, -2.46797], [-2.26521, -0.48131, -2.06369], [-2.38602, -0.89274, -0.62285], [-4.11221, 2.79080, -3.15787], [-1.27152, -0.09398, -2.28776], [-2.46508, -1.31293, -2.73467], [-2.10552, -0.07768, 0.04437], [-1.71752, -1.73259, -0.44019], [-3.40123, -1.20384, -0.38060], [-3.80156, 2.58293, -4.17792], [-4.07446, 3.85846, -2.94937], [-5.10729, 2.40106, -2.96056], [3.07705, -1.56539, -1.86388], [2.46048, -0.99075, -0.70459], [1.08483, -0.60399, -0.75506], [3.31798, 0.27097, -0.24780], [3.62231, 1.26963, -1.24537], [2.44149, 2.17958, -1.52295], [2.71777, -2.00800, 0.70100], [3.97452, 0.78848, -2.15882], [4.44440, 1.83774, -0.81529], [1.62688, 1.65132, -2.01528], [2.76352, 3.00150, -2.16457], [2.05491, 2.59516, -0.59188], [3.77185, -2.26214, 0.76527], [2.10229, -2.89505, 0.54958], [2.38049, -1.46919, 1.58211], [0.82417, 7.68378, -1.35242], [-0.48144, 8.20801, -1.62421], [-1.29023, 8.65105, -0.52960], [-1.28190, 7.18112, -2.51616], [-1.31206, 5.78431, -2.08683], [-2.27538, 5.54174, -0.95144], [-0.36957, 9.50139, -2.81256], [-0.29760, 5.47832, -1.83372], [-1.60386, 5.24573, -2.98523], [-1.93906, 6.01580, -0.03008], [-2.34343, 4.46856, -0.78152], [-3.26746, 5.93140, -1.18457], [0.22031, 9.15208, -3.65509], [0.12115, 10.33549, -2.31601], [-1.37471, 9.77786, -3.11891], [4.51587, 2.05627, 3.80283], [4.24756, 3.09634, 2.85586], [4.84479, 3.03451, 1.55646], [4.60433, 4.49429, 3.52801], [5.90596, 4.60959, 4.15293], [7.01502, 4.81825, 3.14527], [2.51731, 3.34049, 2.68494], [6.07513, 3.72546, 4.76847], [5.80243, 5.46924, 4.81197], [7.16503, 3.93346, 2.52932], [7.94344, 5.03639, 3.67511], [6.78064, 5.65513, 2.48761], [2.07525, 3.43116, 3.67290], [2.13514, 2.46036, 2.16981], [2.34962, 4.23399, 2.08922]], "forces_ev_per_angstrom": [[0.0366, -0.0313, -0.0142], [-0.0971, 0.0221, 0.1123], [0.1343, 0.2125, -0.2296], [-0.2656, -0.3341, 0.0517], [0.1324, -0.0353, 0.0049], [-0.0141, 0.0495, 0.0220], [-0.0203, 0.0635, -0.0467], [-0.0072, -0.0394, -0.0060], [-0.0341, -0.0808, 0.0675], [0.0315, 0.0836, -0.0911], [-0.0087, 0.0942, 0.0322], [0.0910, -0.0178, -0.0077], [-0.0291, -0.0540, 0.0940], [-0.0044, 0.0162, 0.0112], [-0.0392, -0.0015, -0.0266], [-0.0025, 0.0055, 0.0040], [0.0750, -0.0662, -0.0598], [0.0723, 0.0637, 0.0204], [-0.0282, 0.0028, 0.0890], [-0.0548, -0.0240, -0.0035], [-0.0595, 0.0629, 0.0366], [0.1058, -0.0314, 0.0492], [0.0250, 0.0275, -0.0145], [-0.0069, -0.0486, -0.0079], [-0.0106, 0.0017, -0.0142], [-0.0179, 0.0299, 0.0107], [0.0599, 0.0411, -0.0487], [0.0132, 0.1054, 0.0434], [-0.0330, -0.1048, -0.1494], [0.0117, 0.0147, 0.0210], [-0.0475, 0.0595, 0.0831], [0.4060, -0.2797, -0.0256], [-0.1077, 0.2038, 0.0851], [-0.0206, -0.0215, -0.0163], [-0.0282, 0.0492, -0.0118], [-0.1239, 0.0543, -0.0234], [0.0297, -0.0133, -0.0014], [-0.0216, 0.0023, -0.0132], [0.0233, -0.0745, -0.0304], [-0.0048, 0.0002, 0.0000], [0.0044, -0.0046, 0.0149], [-0.0012, 0.0066, 0.0001], [-0.0148, 0.0079, -0.0373], [-0.0740, 0.1177, 0.0705], [-0.1465, -0.0307, -0.1620], [0.1247, -0.1298, 0.1407], [0.0038, 0.3665, -0.1697], [-0.0557, -0.0802, 0.0108], [0.0089, -0.0395, -0.0114], [-0.0327, -0.1539, 0.0698], [0.0005, -0.0823, 0.0980], [-0.0012, -0.0009, 0.0018], [0.0155, 0.0085, 0.0145], [0.0242, 0.0373, -0.0076], [-0.0026, -0.0052, -0.0020], [-0.0243, 0.0136, 0.0121], [-0.0141, -0.0052, -0.0024], [0.0120, -0.0038, 0.0200], [-0.0024, -0.0233, -0.0210], [-0.0110, 0.0210, -0.0006], [-0.0346, 0.0404, 0.0272], [0.0472, -0.2175, -0.0201], [0.0306, 0.0986, 0.0493], [0.0149, 0.0111, -0.0192], [0.0104, 0.0523, 0.0093], [-0.0174, 0.0368, -0.0097], [0.0169, 0.0141, -0.0173], [-0.0273, 0.0134, 0.0604], [0.0031, -0.0293, -0.0405], [-0.0034, 0.0014, -0.0006], [0.0001, -0.0056, 0.0058], [0.0009, 0.0038, 0.0055], [0.0469, -0.0366, -0.0270], [-0.0582, 0.0650, -0.0225], [0.0420, -0.0549, -0.0346], [-0.0401, 0.0103, -0.0476], [0.0818, 0.0018, 0.1168], [-0.0347, -0.0150, -0.0536], [-0.0224, -0.0140, 0.0156], [-0.0206, -0.0166, -0.0232], [-0.0322, 0.0125, -0.0264], [-0.0036, -0.0040, 0.0083], [-0.0005, 0.0043, 0.0049], [0.0145, 0.0145, 0.0184], [-0.0018, -0.0059, -0.0027], [0.0088, -0.0029, -0.0011], [0.0052, -0.0059, -0.0110]]}

{"formula": "C20H46N2S2", "method": "ωB97M-V/def2-TZVPD", "homo_energy_ev": -15.02, "gap_ev": 10.461, "lumo_ev": -4.555, "energy_ev": -46123.3985, "total_charge": 2, "multiplicity": 1, "smiles": "CCCCCC[N+](C)(C)CCSSCC[N+](C)(C)CCCCCC", "de_lowest_kj_mol": 11.3, "species": ["C", "C", "C", "C", "C", "C", "N", "C", "C", "C", "C", "S", "S", "C", "C", "N", "C", "C", "C", "C", "C", "C", "C", "C", "H", "H", "H", "H", "H", "H", "H", "H", "H", "H", "H", "H", "H", "H", "H", "H", "H", "H", "H", "H", "H", "H", "H", "H", "H", "H", "H", "H", "H", "H", "H", "H", "H", "H", "H", "H", "H", "H", "H", "H", "H", "H", "H", "H", "H", "H"], "coordinates": [[-9.99590, 0.49570, 1.43010], [-8.60473, 0.92898, 1.87387], [-7.51700, 0.33289, 0.98031], [-6.12518, 0.78247, 1.42228], [-4.97957, 0.05617, 0.70255], [-4.97368, 0.41673, -0.78091], [-3.82099, -0.09973, -1.59637], [-4.14304, 0.14562, -3.01696], [-3.66382, -1.54982, -1.38523], [-2.58526, 0.64407, -1.21645], [-1.27641, 0.16048, -1.83108], [-0.49695, -1.24210, -0.90829], [0.81480, -0.33144, 0.33411], [2.42132, -0.45413, -0.57224], [3.14264, -1.78212, -0.36973], [4.01068, -1.89512, 0.83778], [3.21581, -1.71185, 2.06780], [4.57518, -3.26124, 0.85813], [5.12163, -0.88783, 0.84440], [5.96802, -0.80656, -0.42370], [7.18618, 0.10074, -0.20128], [6.83321, 1.57107, 0.01618], [8.08718, 2.44511, 0.04011], [7.74771, 3.91298, 0.26365], [-10.09137, -0.58698, 1.46722], [-10.19700, 0.82486, 0.41307], [-10.75001, 0.92631, 2.08205], [-8.43821, 0.61212, 2.90478], [-8.53668, 2.01813, 1.84594], [-7.58023, -0.75683, 1.02555], [-7.71099, 0.64161, -0.04932], [-6.02303, 0.58475, 2.49008], [-6.02574, 1.86012, 1.28031], [-5.11978, -1.01618, 0.83923], [-4.04468, 0.34667, 1.18452], [-5.88526, 0.02142, -1.23047], [-4.98988, 1.50408, -0.88346], [-5.03496, -0.41137, -3.29777], [-3.32902, -0.17505, -3.66256], [-4.32871, 1.20488, -3.18624], [-3.30871, -1.75162, -0.37776], [-4.62109, -2.04726, -1.52929], [-2.95059, -1.96447, -2.09456], [-2.73668, 1.68827, -1.50284], [-2.48946, 0.60455, -0.12875], [-1.37906, -0.17835, -2.85905], [-0.55993, 0.97987, -1.81232], [3.00355, 0.40463, -0.24776], [2.19552, -0.33249, -1.63032], [3.77188, -1.97320, -1.24148], [2.39690, -2.58127, -0.31733], [3.84452, -1.86713, 2.94252], [2.80113, -0.70723, 2.11593], [2.39681, -2.42835, 2.09749], [5.14281, -3.45913, -0.04796], [3.77727, -3.99770, 0.93475], [5.23647, -3.37853, 1.71435], [5.77351, -1.13812, 1.68386], [4.68860, 0.09175, 1.04793], [6.33593, -1.79318, -0.70620], [5.38858, -0.40019, -1.25415], [7.82046, 0.02630, -1.08533], [7.76745, -0.26537, 0.64637], [6.30292, 1.70270, 0.96248], [6.17890, 1.91265, -0.79018], [8.61972, 2.33642, -0.90600], [8.74996, 2.10019, 0.83553], [7.10435, 4.28470, -0.53082], [7.23783, 4.05140, 1.21462], [8.65418, 4.51056, 0.27428]], "forces_ev_per_angstrom": [[0.1549, 0.1249, 0.1445], [-0.0888, -0.1858, -0.2923], [0.0675, 0.3008, 0.3386], [-0.0761, -0.2538, -0.2060], [0.0525, 0.1709, -0.0077], [-0.6593, 0.1551, 0.7418], [-0.0143, 0.0843, -0.0348], [-0.1685, 0.1546, -0.8736], [0.0546, -0.8568, 0.2336], [0.6792, 0.5022, 0.2818], [0.1125, -0.5080, 0.2803], [-0.1508, 0.0752, -0.2653], [0.2885, 0.1841, -0.0391], [-0.4531, -0.0818, 0.3789], [-0.4113, 0.0680, -0.7872], [-0.0525, 0.0406, 0.0171], [-0.4614, 0.0745, 0.7795], [0.3986, -0.8484, -0.0283], [0.7178, 0.6132, -0.2945], [0.0932, -0.0673, 0.1608], [-0.3159, 0.1515, -0.0482], [0.4214, -0.1586, -0.0201], [-0.3284, 0.1509, 0.0722], [0.1554, -0.1898, -0.0324], [-0.0615, -0.1168, -0.0151], [-0.0691, 0.0126, -0.1086], [-0.1450, -0.0018, 0.0106], [0.0685, 0.0566, 0.0597], [0.0490, 0.0517, 0.0789], [-0.0013, -0.1050, -0.0830], [-0.0426, -0.0617, -0.1146], [0.0555, 0.0607, 0.0223], [0.0383, 0.0911, 0.0661], [0.0759, -0.0642, -0.0118], [0.0768, -0.0778, -0.0209], [0.1287, 0.0127, -0.1709], [0.1022, -0.0509, -0.1742], [0.0154, -0.0396, 0.1576], [0.0446, -0.0323, 0.1185], [0.0270, 0.0061, 0.1642], [-0.0350, 0.1201, -0.0322], [-0.0541, 0.1238, -0.0547], [-0.0165, 0.1244, -0.0742], [-0.1819, -0.1180, 0.0077], [-0.1318, 0.0158, -0.1621], [0.0077, 0.0877, -0.1059], [-0.0630, 0.0002, -0.0585], [0.1097, 0.0926, -0.0671], [0.1034, 0.0148, 0.0285], [0.0490, -0.0590, 0.1927], [0.1961, 0.0026, 0.0636], [0.1437, -0.0068, -0.1137], [0.1233, -0.0308, -0.0878], [0.0497, -0.0091, -0.1265], [-0.0685, 0.1377, -0.0106], [-0.0959, 0.1425, -0.0102], [-0.0440, 0.1480, 0.0314], [-0.1813, -0.0713, 0.0679], [-0.1035, -0.1338, 0.0922], [-0.0886, -0.0736, -0.0692], [-0.0651, -0.0550, -0.0637], [0.0476, -0.0686, 0.0195], [0.1004, -0.0671, 0.0183], [-0.1128, 0.0596, 0.0435], [-0.1223, 0.0297, -0.0226], [0.0688, -0.0821, -0.0098], [0.0839, -0.0645, -0.0219], [-0.0730, 0.0878, -0.0641], [-0.0590, 0.0664, 0.0940], [0.0349, 0.1443, 0.0171]]}

{"formula": "C20H46N5O4", "method": "ωB97M-V/def2-TZVPD", "homo_energy_ev": -10.69, "gap_ev": 7.130, "lumo_ev": -3.557, "energy_ev": -37112.2785, "total_charge": 1, "multiplicity": 1, "de_lowest_kj_mol": 812.2, "species": ["C", "C", "C", "C", "C", "N", "C", "N", "C", "C", "O", "H", "H", "H", "H", "H", "H", "H", "H", "H", "H", "H", "H", "H", "C", "C", "C", "O", "C", "N", "H", "H", "H", "H", "H", "H", "H", "H", "H", "H", "H", "C", "C", "C", "O", "C", "N", "H", "H", "H", "H", "H", "H", "H", "H", "H", "H", "H", "C", "C", "C", "O", "C", "N", "H", "H", "H", "H", "H", "H", "H", "H", "H", "H", "H"], "coordinates": [[-6.29580, 1.78750, -1.89261], [-5.16931, 2.67596, -1.69656], [-3.86402, 2.67432, -2.62061], [-3.67331, 1.37482, -3.52123], [-3.84884, 1.19458, -5.07263], [-3.56252, -0.21800, -5.34856], [-3.21702, -0.92011, -4.11857], [-3.29670, 0.06230, -3.04159], [-3.01269, -0.50318, -1.69046], [-2.39346, 0.51076, -0.62234], [-1.12763, 1.09709, -0.99944], [-6.17330, 0.67993, -1.61870], [-7.25743, 2.23576, -2.32570], [-5.21196, 3.46805, -0.85726], [-2.89910, 2.83247, -1.99571], [-3.95435, 3.57095, -3.34663], [-4.17305, 2.00020, -5.80989], [-3.60123, -0.64392, -6.29625], [-2.95628, -2.03181, -4.02025], [-2.21881, -1.33509, -1.85024], [-3.94202, -1.03945, -1.29171], [-2.27008, -0.09069, 0.36465], [-3.17815, 1.32775, -0.36228], [-1.06515, 1.93120, -0.46280], [0.20720, -4.27146, 1.52823], [-0.70623, -3.25196, 0.85288], [-2.03688, -3.84956, 0.34816], [-1.92447, -4.61524, -0.84776], [-1.45652, -5.94206, -0.65422], [0.03371, -2.59189, -0.23069], [0.72835, -4.90830, 0.81137], [0.97688, -3.76001, 2.11325], [-0.35671, -4.91251, 2.21080], [-0.95608, -2.49620, 1.60588], [-2.70514, -3.01646, 0.09990], [-2.54135, -4.42762, 1.13143], [-1.81450, -6.37266, 0.28446], [-0.36631, -5.96553, -0.69563], [-1.82737, -6.55387, -1.47929], [-0.54250, -1.84294, -0.61014], [0.10177, -3.25942, -1.00096], [2.84302, 3.94494, 3.17725], [1.91922, 4.95361, 2.49903], [0.59422, 4.34032, 1.99931], [0.71466, 3.56919, 0.80606], [1.19849, 2.24885, 1.00791], [2.65130, 5.61679, 1.41240], [3.36931, 3.30990, 2.46210], [3.60845, 4.46584, 3.75924], [2.28580, 3.30108, 3.86315], [1.66320, 5.70971, 3.24884], [-0.08279, 5.16425, 1.74831], [0.09695, 3.76011, 2.78635], [0.84567, 1.81921, 1.94966], [2.28766, 2.23804, 0.96588], [0.83550, 1.62760, 0.18682], [2.06794, 6.35873, 1.03058], [2.72542, 4.94805, 0.64422], [4.99465, -2.50620, 0.87759], [5.45720, -1.05837, 1.02045], [4.70069, -0.27169, 2.11152], [3.38424, 0.13061, 1.74215], [2.40342, -0.88644, 1.86009], [5.36300, -0.39551, -0.28673], [4.05239, -2.59447, 0.33326], [5.73592, -3.08638, 0.32083], [4.87156, -2.97762, 1.85646], [6.51195, -1.08556, 1.31385], [5.24987, 0.65805, 2.29574], [4.68595, -0.81587, 3.06358], [2.59378, -1.54937, 2.70888], [2.34431, -1.45692, 0.93205], [1.43391, -0.40449, 2.00796], [5.76785, 0.53557, -0.21067], [4.37363, -0.21522, -0.46444]], "forces_ev_per_angstrom": [[1.8544, 1.2164, 0.1814], [-1.0568, -0.9427, -0.4384], [0.8371, -1.1535, 0.8580], [-0.2147, -1.9998, -3.7244], [0.8867, -1.5413, 4.8022], [0.2801, 1.2233, 3.9053], [-1.2466, 4.3933, -1.0402], [-0.2020, -1.4314, -4.0118], [1.3942, -0.5084, 1.1284], [-1.2559, -0.0409, 1.2000], [-1.6315, 0.3209, 0.5118], [-0.0407, 1.3017, -2.1520], [0.7420, -0.7301, 2.4081], [-0.3757, -0.1153, -2.5253], [-1.4305, -0.2062, -1.2381], [-0.0413, -1.4988, 1.2413], [0.6383, -1.6661, 1.0138], [0.1035, 0.3886, 1.2069], [-0.4405, 2.1086, -0.1426], [-1.3484, 1.3985, 0.1327], [1.2031, 1.1186, -0.4042], [-0.2131, 0.7167, -1.6564], [1.2284, -1.3255, -0.5686], [0.2170, -1.0146, -0.7320], [0.1130, 0.0120, 0.2381], [0.0765, -0.3746, -0.1954], [0.0533, 0.1503, -0.0981], [-0.1773, 0.2095, 0.4022], [0.0979, -0.0772, -0.3819], [-0.3482, -0.0330, -0.1882], [-0.0980, 0.0663, -0.0164], [-0.0848, -0.0180, -0.1074], [0.0386, 0.0234, -0.0471], [-0.0902, 0.0213, -0.0841], [0.0169, -0.0338, -0.0782], [0.1062, -0.0860, 0.0088], [0.0513, 0.0796, 0.0276], [0.0008, -0.1479, 0.1729], [-0.0596, 0.1198, 0.0633], [0.2269, 0.1337, 0.1182], [0.1487, 0.0641, 0.1735], [0.1270, 0.0059, 0.2322], [0.1499, -0.3375, -0.2382], [-0.0285, 0.3901, -0.0460], [-0.4670, -0.0581, 0.2926], [0.3165, 0.1057, -0.3977], [-0.3664, -0.0585, -0.1241], [-0.1113, 0.0287, -0.0153], [-0.0990, -0.0072, -0.1146], [0.0354, -0.0008, -0.0445], [-0.1075, -0.0037, -0.1104], [0.0764, -0.0649, -0.0940], [0.1212, -0.1357, 0.0228], [0.0790, 0.0984, 0.0828], [-0.0654, -0.2219, 0.2318], [0.1006, 0.0378, 0.0710], [0.1476, 0.0646, 0.0875], [0.1316, 0.0964, 0.1700], [0.1434, -0.2424, -0.0064], [-0.4279, -0.0436, -0.0735], [0.2484, 0.2201, -0.1038], [0.2376, -0.1877, 0.3650], [-0.0659, 0.1670, -0.3606], [-0.1008, 0.2399, 0.2045], [0.0220, 0.1015, 0.0516], [-0.0723, 0.1199, 0.0333], [-0.0118, 0.0195, -0.0422], [-0.0647, 0.1269, 0.0329], [-0.1214, -0.0090, -0.0709], [-0.0969, -0.1243, -0.0511], [0.0869, -0.0160, -0.0127], [-0.1154, -0.2095, 0.1538], [0.0764, 0.0233, 0.0357], [0.0976, -0.1109, -0.0895], [0.1655, -0.1349, -0.0356]]}